Version i
The following is a quantum chemistry calculation of a cluster of 2 separate species, C5H14O in total, from the OMol25 dataset.

Atoms and positions in Å:
C1 -1.34876 1.62804 -0.56214
H1 3.19912 -2.14562 1.56791
H2 -0.35611 1.27697 -2.43101
H3 -0.49184 0.65915 1.14629
C2 -0.54793 0.49838 0.06569
C3 -0.76753 2.12729 -1.88251
H4 -3.30653 1.78709 -0.81265
H5 1.02322 -2.68873 2.43365
C4 1.00920 -2.44721 1.39297
H6 -1.08452 -0.43552 -0.02200
H7 -1.58292 2.38324 0.18741
H8 0.37429 0.20492 -0.44149
H9 0.14219 -1.82996 1.18815
O1 -2.68098 1.06080 -0.83852
H10 0.92979 -3.33992 0.76716
H11 -0.01429 2.88672 -1.70388
H12 -1.58801 2.50965 -2.48604
C5 2.33365 -1.73131 1.05304
H13 2.52106 -1.70550 -0.01526
H14 2.23689 -0.69847 1.39321

The value obtained for the highest occupied orbital energy is -10.236 eV. As for the spin multiplicity: 1. As for the SMILES: CC(C)O.CC.


Version ii
The following is a quantum chemistry calculation of a cluster of 2 separate species, C5H14O in total, from the OMol25 dataset.

Atoms and positions in Å:
H1 -0.35039 -2.46626 -2.95705
O1 -0.46066 2.52570 3.28296
H2 -0.06891 -3.25346 -0.39250
H3 -0.42551 3.50984 1.41449
H4 -0.71627 1.07256 0.80464
H5 -1.52141 -2.26509 -0.56186
H6 1.40990 -1.40408 -0.96893
C1 -0.45594 -2.22645 -0.36331
H7 -0.45711 -0.68651 -3.26644
H8 0.67470 0.60145 1.77253
C2 0.11499 2.75736 1.98006
H9 -1.38409 2.31019 3.11493
H10 1.15146 3.01305 2.19600
H11 1.08721 -1.55344 -3.23188
H12 -0.16385 -1.92361 0.64761
C3 0.23491 1.42414 1.21851
H13 0.02162 -0.30113 -0.97328
H14 0.84862 1.64479 0.33491
C4 0.08947 -1.48658 -2.78159
C5 0.37127 -1.29249 -1.26981

The value obtained for the highest occupied orbital energy is -10.321 eV. As for the spin multiplicity: 1. As for the SMILES: CCC.CCO.


Which of them is least stable? Easy: version ii.


Version i
The following is a quantum chemistry calculation of the ion C4H10N2P with charge +1, from the OMol25 dataset.

Atoms and positions in Å:
H1 -0.54941 0.09552 2.80669
C1 -1.18932 -0.15483 1.92047
N1 -0.66100 0.70779 -0.12222
H2 0.28371 -1.71919 1.66802
H3 -2.07783 -0.66760 2.10850
H4 1.88288 -1.40781 -0.18700
H5 -0.55481 1.28285 -1.04669
C2 1.55554 -0.14182 -2.46127
H6 -2.27436 1.54192 0.93082
C3 0.03414 -0.42426 -0.04406
N2 -0.26263 -1.00972 1.14894
H7 1.48092 0.85904 -1.93158
H8 -0.76856 1.94143 1.55222
P1 0.91384 -1.47370 -1.20932
C4 -1.25751 1.11403 1.05819
H9 0.93743 -0.03246 -3.38231
H10 2.50696 -0.51120 -2.80940

The value obtained for the highest occupied orbital energy is -13.960 eV. As for the spin multiplicity: 1. As for the SMILES: CPC1=[NH+]CCN1. As for the total charge: +1.


Version ii
The following is a quantum chemistry calculation of a cluster of 2 separate species, C4H10N2P in total, from the OMol25 dataset.

Atoms and positions in Å:
H1 2.57275 1.23396 -2.12504
H2 3.30901 2.14889 0.06104
H3 0.31353 -0.55989 0.73625
H4 2.39757 0.36658 1.81866
C1 2.58863 1.32168 -0.07265
C2 1.23205 -0.14604 -1.21063
H5 0.17925 0.17443 -1.34104
H6 -4.19666 -1.01379 -0.71330
H7 -4.82204 0.49011 0.29437
C3 1.31159 -0.64207 0.26926
N1 2.12737 1.06855 -1.22402
C4 -4.12823 -0.38497 0.22475
N2 2.24582 0.42625 0.78919
P1 -2.38593 0.11463 0.36223
H8 1.65390 -1.67569 0.33683
H9 -4.24396 -1.04783 1.13036
H10 1.47357 -0.81705 -2.07401

The value obtained for the highest occupied orbital energy (alpha / beta) is -11.029 / -11.019 eV. As for the spin multiplicity: 1. As for the total charge: +1.


Which of them is least stable? Easy: version ii.


Version i
The following is a quantum chemistry calculation of an isolated molecule of C2H6N4OS, from the OMol25 dataset.

Atoms and positions in Å:
C1 -0.46559 0.70545 -0.20642
N1 -1.66498 0.50384 -0.69858
N2 0.61696 -0.83913 1.20579
H1 0.25617 -1.47019 -0.77460
H2 -2.37225 -0.37405 1.52384
O1 1.71557 1.15573 -0.63485
H3 0.27610 1.47232 -1.84865
S1 -2.78036 -0.36313 0.07826
H4 1.62227 -2.08502 -0.01236
N3 1.02976 -1.28641 -0.11118
N4 0.45226 1.45625 -0.88847
H5 1.75876 0.18791 -0.67457
H6 -0.34806 0.72629 1.94901
C2 -0.09661 0.21013 1.09279

The value obtained for the highest occupied orbital energy is -8.088 eV. As for the spin multiplicity: 1. As for the SMILES: N/N=C\C(=N/S)NO.


Version ii
The following is a quantum chemistry calculation of an isolated molecule of C2H6N4OS, from the OMol25 dataset.

Atoms and positions in Å:
H1 0.49455 1.63211 -0.85868
O1 -2.97695 0.19607 -0.59589
N1 2.94390 -0.00209 0.32846
N2 -1.68820 0.50088 1.26495
N3 -0.77498 -0.42589 -0.70573
C1 -1.91036 0.08392 -0.03259
H2 -2.48691 0.85142 1.81268
H3 3.34102 -0.81020 -0.21386
N4 1.43548 1.54486 -0.49311
H4 3.54649 0.80528 0.14311
H5 -1.01005 -0.91397 -1.59379
H6 -0.96143 -0.01492 1.76422
S1 0.56183 -1.06980 0.11029
C2 1.65857 0.36178 -0.10294

The value obtained for the highest occupied orbital energy is -9.767 eV. As for the spin multiplicity: 1. As for the SMILES: [H]/N=C(/N)SNC(N)=O.


Which of them is least stable? Easy: version i.